# 1
The following is a quantum chemistry calculation of 4 unconnected molecules or ions with the total composition C8H26ClN3O6 at a distorted geometry, from the OMol25 dataset.

Computed properties:
Energy, eV: -37985.6145
HOMO (alpha / beta), eV: -0.50 / -6.50
Spin multiplicity: 2
Charge: -1

Geometry (Å):
N -11.24701 -30.58441 0.31713
H -11.87723 -29.79732 0.25879
H -10.41328 -30.43922 0.86841
H -10.97229 -30.89590 -0.60352
H -11.81313 -31.36714 0.61203
Cl -12.05425 -29.72237 4.08294
O -11.26335 -28.75286 3.43175
O -13.45504 -29.36512 3.85458
O -11.81170 -31.01517 3.53247
O -11.77232 -29.61241 5.51989
C -13.29539 -28.23701 -1.78926
C -13.80418 -27.84715 -0.39395
C -15.28675 -28.28571 -0.19433
O -16.33586 -27.47716 -0.75023
C -16.30968 -26.06152 -0.30488
N -12.95503 -28.33372 0.67559
H -12.35761 -27.82439 -2.16130
H -13.99962 -27.75480 -2.46723
H -13.31164 -29.32377 -1.87166
H -13.70705 -26.76347 -0.32830
H -15.58418 -28.25664 0.85390
H -15.37899 -29.30916 -0.55784
H -16.37609 -25.90723 0.77210
H -17.19561 -25.71110 -0.83443
H -15.41412 -25.53505 -0.63488
H -12.14311 -27.73488 0.72321
H -13.28668 -28.44121 1.62351
C -10.90734 -31.59628 11.91598
C -10.50283 -30.17465 11.50369
C -11.35339 -29.75045 10.22904
O -10.93137 -28.45637 9.71990
C -11.15805 -28.20934 8.35480
N -10.66754 -29.25419 12.53618
H -10.58684 -32.28923 11.13804
H -11.96281 -31.77930 12.11748
H -10.35527 -31.86318 12.81713
H -9.49653 -30.24085 11.09009
H -12.41502 -29.74819 10.47613
H -11.15469 -30.53384 9.49765
H -10.84019 -27.17214 8.46105
H -12.20133 -28.22448 8.03949
H -10.61406 -28.91706 7.72926
H -11.58382 -29.38089 12.94174
H -10.77529 -28.35838 12.08229

---

# 2
The following is a quantum chemistry calculation of a molecular structure, C20H32GaO19S, from the OMol25 dataset.

Computed properties:
Energy, eV: -123373.8487
HOMO, eV: -4.07
Spin multiplicity: 1
Energy relative to the best compared isomer or geometry (same formula, charge and spin), kcal per mole: 0.0
Charge: -1

Geometry (Å):
O 3.46459 3.15953 1.22705
C 3.13465 4.54516 1.08343
C 2.08014 4.78120 0.00116
Ga 0.44963 3.65278 0.58448
S -1.28489 5.19462 0.98032
H 2.79628 2.75905 1.79564
H 4.07183 5.09218 0.91581
H 2.69561 4.90314 2.02728
H 1.84715 5.85260 0.01260
H 2.43213 4.44137 -0.97821
H 0.72773 2.94730 1.94966
H 0.07453 2.58833 -0.53188
H -0.75906 5.88115 2.00301
C -0.27313 -1.97796 -2.07877
C 0.56880 -0.77020 -2.43689
O -0.23871 0.30955 -1.97892
C -1.05560 -0.15003 -1.00843
O -1.72240 0.53136 -0.30301
O -1.00555 -1.51181 -0.94331
H 0.32425 -2.85029 -1.81901
H -0.97472 -2.24273 -2.86412
H 1.52324 -0.74552 -1.90670
H 0.75425 -0.67994 -3.50521
C -3.50226 -1.91764 2.30491
C -3.50432 -0.41306 2.16422
O -4.81177 -0.06977 2.66176
C -5.22652 -1.05458 3.47946
O -6.19124 -1.00362 4.17780
O -4.40037 -2.12863 3.40395
H -2.52003 -2.32412 2.53096
H -3.90216 -2.42017 1.42222
H -2.75145 0.06713 2.78989
H -3.37042 -0.08768 1.13943
C 4.00123 -1.16890 3.01696
C 3.56965 -1.17053 4.46766
O 2.75516 -0.00437 4.55439
C 2.28913 0.28005 3.30156
O 1.45612 1.08638 3.05767
O 2.91454 -0.49585 2.38021
H 4.12159 -2.17244 2.61326
H 4.91573 -0.59272 2.85863
H 2.96000 -2.04406 4.71833
H 4.40254 -1.10661 5.16441
C -1.38088 6.74587 -2.77942
C -1.36510 5.23925 -2.68206
O -0.97103 4.85599 -4.01436
C -0.30559 5.88692 -4.56860
O 0.28820 5.83456 -5.60279
O -0.40461 6.99710 -3.80257
H -1.10184 7.22922 -1.84732
H -2.34343 7.13738 -3.11785
H -0.63155 4.88902 -1.96378
H -2.33231 4.81397 -2.43131
C -1.84939 -3.76716 -6.36976
C -2.85714 -2.75618 -6.87768
O -3.56018 -2.40215 -5.68531
C -2.75473 -2.65250 -4.62607
O -2.97333 -2.30870 -3.51159
O -1.65500 -3.34867 -5.01740
H -0.90844 -3.74819 -6.91341
H -2.24281 -4.78542 -6.36917
H -2.38320 -1.86167 -7.28517
H -3.54163 -3.16528 -7.61620
C 2.44648 -5.67509 4.82801
C 1.49557 -6.22059 3.78228
O 1.66788 -5.29780 2.70472
C 2.88404 -4.72063 2.83027
O 3.39174 -4.02733 2.01013
O 3.44286 -5.03303 4.02628
H 2.89533 -6.44700 5.44751
H 1.97683 -4.92811 5.47031
H 1.77812 -7.21775 3.43983
H 0.45925 -6.23565 4.10884

---

# 3
The following is a quantum chemistry calculation of a molecular structure, C22H31AuBGeN3O2S at a distorted geometry, from the OMol25 dataset.

Computed properties:
Energy, eV: -103604.0611
HOMO, eV: 1.27
Spin multiplicity: 1
Energy relative to the best compared isomer or geometry (same formula, charge and spin), kcal per mole: 0.0
Charge: -2

Geometry (Å):
Au 0.44795 0.48622 0.67174
N -2.89084 1.81873 3.17977
C -2.88053 3.17381 3.17606
C -4.01208 3.91828 3.56209
C -3.98153 5.30280 3.59600
C -2.83155 5.99878 3.23471
C -1.70103 5.27070 2.86025
C -1.69707 3.88779 2.85169
S -0.25203 2.92946 2.59946
N -0.92098 1.55468 1.85517
C -1.94953 0.93665 2.56709
C -2.25481 -0.39408 2.50169
C -3.46567 -0.99483 3.05644
C -3.63708 -2.34586 3.01761
C -2.67237 -3.18357 2.41227
C -1.61073 -2.52584 1.78022
N -1.39763 -1.23195 1.77467
H -3.72596 1.38293 3.52702
H -4.91687 3.38576 3.84138
H -4.87290 5.84404 3.89685
H -2.81358 7.08217 3.23639
H -0.78595 5.78604 2.58482
H -4.24977 -0.38796 3.49909
H -4.54240 -2.77500 3.44245
H -2.78008 -4.25956 2.36476
H -0.88532 -3.10118 1.20325
C 2.21539 -2.45667 -3.49412
C 0.87576 -1.74273 -3.27721
C 0.28523 -1.36181 -4.63137
O 1.11785 -0.55754 -2.54473
B 1.08627 -0.95870 -1.13204
O 0.20991 -2.08750 -1.06043
C -0.09732 -2.54432 -2.35954
C -1.56789 -2.21432 -2.62286
C 0.09580 -4.05615 -2.39305
H 2.86749 -1.79392 -4.06462
H 2.10680 -3.39649 -4.04054
H 2.69341 -2.65254 -2.53249
H 1.03565 -0.81118 -5.20306
H -0.58403 -0.71996 -4.50466
H -0.00418 -2.24624 -5.20673
H -1.71791 -1.13470 -2.60495
H -2.15957 -2.64612 -1.81438
H -1.92317 -2.61340 -3.57746
H 1.09436 -4.32356 -2.04935
H -0.05628 -4.46026 -3.39913
H -0.62902 -4.51838 -1.72081
C 3.66932 1.34923 -2.32425
Ge 3.57588 0.60559 -0.50450
C 3.86411 2.14282 0.69263
C 5.25495 -0.46213 -0.36017
C 2.10317 -0.54685 -0.10493
H 4.55795 1.98397 -2.39054
H 2.78465 1.94046 -2.55695
H 3.73542 0.55282 -3.06411
H 4.71462 2.73029 0.33414
H 4.06284 1.82445 1.71766
H 2.97235 2.77112 0.71577
H 6.11276 0.09677 -0.74501
H 5.15362 -1.38483 -0.93633
H 5.46180 -0.73256 0.67804
H 2.31235 -1.13365 0.78919

---

# 4
The following is a quantum chemistry calculation of a single C14H26N2O3S molecule, from the OMol25 dataset.

Computed properties:
SMILES: CCS(=O)(=O)N1CCN(C(=O)CCC2CCCC2)CC1
Energy, eV: -34898.2507
HOMO, eV: -9.15
Spin multiplicity: 1
Energy relative to the best compared isomer or geometry (same formula, charge and spin), kcal per mole: 24.1

Geometry (Å):
C 0.66183 -4.95900 -3.39517
C 0.24549 -3.90592 -2.39282
S 1.16862 -4.25275 -0.85286
O 2.55956 -4.04973 -1.12952
O 0.72628 -5.52346 -0.36565
N 0.74256 -3.12572 0.28392
C 1.31700 -1.80765 0.22801
C 0.32812 -0.78174 -0.34939
N -0.91676 -0.84725 0.37965
C -1.43889 0.08329 1.22410
O -2.44431 -0.15173 1.86674
C -0.76583 1.43995 1.28427
C -1.16457 2.27417 0.06115
C -0.61238 3.70570 0.04646
C -0.99970 4.52939 1.29181
C 0.29870 4.72533 2.07220
C 1.34270 4.85013 0.96780
C 0.92705 3.76956 -0.03048
C -1.52110 -2.16574 0.32779
C -0.55501 -3.20329 0.90916
H 0.42506 -5.94427 -3.00163
H 0.15224 -4.82139 -4.34695
H 1.73605 -4.90286 -3.55264
H 0.52058 -2.90577 -2.71400
H -0.81179 -3.96627 -2.15344
H 2.21995 -1.87934 -0.37825
H 1.59266 -1.50608 1.24576
H 0.76318 0.21314 -0.30083
H 0.12230 -1.01572 -1.40177
H -1.13716 1.92354 2.18771
H 0.31538 1.34029 1.37161
H -2.25544 2.32573 0.03305
H -0.83938 1.76940 -0.85233
H -1.03407 4.18472 -0.84236
H -1.38395 5.50232 0.98245
H -1.77356 4.04235 1.88191
H 0.51132 3.84937 2.68648
H 0.26575 5.59953 2.72074
H 2.36119 4.71312 1.32883
H 1.27154 5.83557 0.50485
H 1.27228 3.99105 -1.03985
H 1.36547 2.81630 0.26541
H -2.44019 -2.12974 0.91500
H -1.76325 -2.40056 -0.71469
H -0.91960 -4.21971 0.76498
H -0.43593 -3.01825 1.98281

---

# 5
The following is a quantum chemistry calculation of a molecular structure, C45H44As2BrCl4ErF5N5O3S2 at a distorted geometry, from the OMol25 dataset.

Computed properties:
Energy, eV: -365666.0370
HOMO, eV: -2.68
Spin multiplicity: 4
Charge: -2

Geometry (Å):
Er 1.46411 -1.98360 -2.52825
S -0.10920 0.29390 -2.50236
C 0.31185 0.44655 -4.13678
C -0.10610 1.50308 -4.97342
C 0.01063 1.43010 -6.34429
C 0.71938 0.37787 -6.88064
C 1.22141 -0.63379 -6.02949
N 0.96198 -0.60488 -4.68988
H -0.58351 2.30279 -4.42876
H -0.35662 2.22713 -6.99229
H 0.99988 0.38778 -7.92078
H 1.79891 -1.50660 -6.34084
Cl 6.15715 -1.01130 2.61275
C 5.41922 -0.81842 1.00142
C 5.88847 0.13839 0.11453
Cl 7.26692 1.07011 0.52533
C 5.14276 0.28630 -1.10523
Cl 5.61051 1.49393 -2.20831
C 4.02219 -0.55443 -1.40791
O 3.27256 -0.49226 -2.47984
C 3.69427 -1.61726 -0.48086
O 2.71690 -2.39854 -0.80598
C 4.32248 -1.66479 0.70794
Cl 3.87961 -2.98094 1.78156
Br -6.91689 1.24411 -1.54020
C -6.38649 -0.39561 -0.71092
C -6.12853 -0.36551 0.60387
C -5.69471 -1.49659 1.26339
C -5.53844 -2.67035 0.52482
C -5.73276 -2.65493 -0.85670
C -6.19854 -1.51403 -1.52198
N -5.08772 -3.79817 1.32677
N -4.12670 -4.48173 1.04371
C -3.23375 -4.11636 -0.04565
C -3.18218 -4.86216 -1.16071
C -2.30540 -4.58905 -2.17899
C -1.21567 -3.74502 -1.97885
O -0.20402 -3.57000 -2.74893
C -1.27817 -2.96279 -0.78268
N -0.25932 -2.11019 -0.60255
C -0.07980 -1.49361 0.49228
C -0.97071 -1.67464 1.55714
C -2.12430 -2.32399 1.36443
C -2.27740 -3.10155 0.22141
H -6.27219 0.60053 1.18839
H -5.52264 -1.54397 2.28945
H -5.56505 -3.60563 -1.36898
H -6.37214 -1.50336 -2.57575
H -3.88259 -5.64500 -1.30753
H -2.36125 -5.18837 -3.07333
H 0.73801 -0.81314 0.59941
H -0.81754 -1.16620 2.49543
H -2.86885 -2.36761 2.12717
C -2.10038 3.52074 -0.80819
As -0.50334 3.19405 0.30109
C -1.10676 4.70172 1.61986
C -1.25119 1.66155 1.31294
C -2.31638 1.83425 2.38180
C -3.67080 1.81147 2.00994
C -4.74596 2.00896 2.85310
C -4.47061 2.33154 4.19161
C -3.12008 2.32318 4.65187
C -2.10697 2.05477 3.71813
H -2.92809 3.51653 -0.17807
H -2.12717 2.67713 -1.50875
H -1.86876 4.35992 -1.40377
H -2.06349 4.45375 1.99077
H -1.05573 5.56909 0.95727
H -0.39146 4.76325 2.43935
H -0.43145 1.08733 1.67490
H -1.53913 1.07554 0.40041
H -3.78144 1.49539 0.97951
H -5.77052 2.00665 2.47716
H -5.30279 2.64947 4.88103
H -2.83085 2.60094 5.64092
H -1.05612 1.99718 4.11982
C 4.97031 5.05181 -1.84034
As 3.17828 4.45144 -1.31202
C 2.53590 3.17544 -2.56224
C 3.38927 3.66396 0.44655
S 2.01366 6.15837 -0.97299
H 5.80120 4.32037 -1.74649
H 5.24069 5.97155 -1.31855
H 4.97767 5.27711 -2.90418
H 3.06286 2.21700 -2.36264
H 2.79347 3.49359 -3.58123
H 1.42328 3.03682 -2.52699
H 2.40388 3.28299 0.74865
H 3.72460 4.38429 1.14511
H 4.08583 2.80184 0.48347
C 3.06071 -1.30755 5.32757
C 1.76955 -0.47470 4.92643
C 0.49270 -1.26559 5.24565
C 1.78781 -0.36863 3.38923
C 1.69417 0.76254 5.59992
N 1.39445 1.71943 6.12185
H 2.94622 -2.34021 4.93547
H 3.14559 -1.38675 6.49483
H 3.94387 -0.83956 4.87830
H 0.45363 -2.20315 4.67378
H -0.37148 -0.66511 4.95231
H 0.25848 -1.44496 6.29376
H 1.63357 -1.37630 3.09580
H 2.69458 0.01112 3.01483
H 0.99583 0.24365 2.91989
F 4.07066 -3.66324 -4.16624
C 2.74131 -3.80428 -3.90331
F 2.06267 -3.71732 -5.21165
C 2.60294 -5.28030 -3.64711
F 2.92888 -6.12793 -4.63993
F 3.39081 -5.61415 -2.57701
F 1.38160 -5.61418 -3.25469

---

# 6
The following is a quantum chemistry calculation of 2 unconnected molecules or ions with the total composition CHN3O at a distorted geometry, from the OMol25 dataset.

Computed properties:
SMILES: N#CO.N#N
Energy, eV: -7568.7727
HOMO, eV: -10.73
Spin multiplicity: 1
Energy relative to the best compared isomer or geometry (same formula, charge and spin), kcal per mole: 69.2

Geometry (Å):
N -2.20214 0.88530 0.78168
C -1.45018 0.17952 0.29226
O -0.23406 0.11817 0.38089
H -0.04963 -0.67423 0.94862
N 2.14094 0.00957 -1.64882
N 1.79508 -0.51832 -0.75463

---

Please write out number 4 again, unchanged.
The following is a quantum chemistry calculation of a single C14H26N2O3S molecule, from the OMol25 dataset.

Computed properties:
SMILES: CCS(=O)(=O)N1CCN(C(=O)CCC2CCCC2)CC1
Energy, eV: -34898.2507
HOMO, eV: -9.15
Spin multiplicity: 1
Energy relative to the best compared isomer or geometry (same formula, charge and spin), kcal per mole: 24.1

Geometry (Å):
C 0.66183 -4.95900 -3.39517
C 0.24549 -3.90592 -2.39282
S 1.16862 -4.25275 -0.85286
O 2.55956 -4.04973 -1.12952
O 0.72628 -5.52346 -0.36565
N 0.74256 -3.12572 0.28392
C 1.31700 -1.80765 0.22801
C 0.32812 -0.78174 -0.34939
N -0.91676 -0.84725 0.37965
C -1.43889 0.08329 1.22410
O -2.44431 -0.15173 1.86674
C -0.76583 1.43995 1.28427
C -1.16457 2.27417 0.06115
C -0.61238 3.70570 0.04646
C -0.99970 4.52939 1.29181
C 0.29870 4.72533 2.07220
C 1.34270 4.85013 0.96780
C 0.92705 3.76956 -0.03048
C -1.52110 -2.16574 0.32779
C -0.55501 -3.20329 0.90916
H 0.42506 -5.94427 -3.00163
H 0.15224 -4.82139 -4.34695
H 1.73605 -4.90286 -3.55264
H 0.52058 -2.90577 -2.71400
H -0.81179 -3.96627 -2.15344
H 2.21995 -1.87934 -0.37825
H 1.59266 -1.50608 1.24576
H 0.76318 0.21314 -0.30083
H 0.12230 -1.01572 -1.40177
H -1.13716 1.92354 2.18771
H 0.31538 1.34029 1.37161
H -2.25544 2.32573 0.03305
H -0.83938 1.76940 -0.85233
H -1.03407 4.18472 -0.84236
H -1.38395 5.50232 0.98245
H -1.77356 4.04235 1.88191
H 0.51132 3.84937 2.68648
H 0.26575 5.59953 2.72074
H 2.36119 4.71312 1.32883
H 1.27154 5.83557 0.50485
H 1.27228 3.99105 -1.03985
H 1.36547 2.81630 0.26541
H -2.44019 -2.12974 0.91500
H -1.76325 -2.40056 -0.71469
H -0.91960 -4.21971 0.76498
H -0.43593 -3.01825 1.98281

---

- Number 3 is which compound?
  C22H31AuBGeN3O2S